1 | C60H165N15O15 | ωB97M-V/def2-TZVPD

Results
HOMO ... -8.2 eV

Structure (ORCA input):
```
! RIJCOSX wB97M-V def2-TZVPD def2/J DEFGRID3
* xyz 0 1
C 14.662 18.297 10.884
C 15.808 17.303 11.075
C 15.490 15.978 11.886
O 14.937 16.291 13.141
C 15.879 16.834 14.098
N 16.445 16.902 9.836
H 13.883 17.850 10.266
H 14.904 19.226 10.368
H 14.143 18.531 11.813
H 16.655 17.675 11.651
H 16.271 15.218 11.911
H 14.700 15.401 11.405
H 16.632 16.076 14.314
H 15.391 17.016 15.056
H 16.378 17.772 13.853
H 16.663 17.728 9.298
H 15.799 16.377 9.263
C 17.034 18.215 26.062
C 16.913 16.723 25.934
C 18.272 16.130 25.667
O 18.755 16.522 24.361
C 19.821 15.812 23.878
N 16.318 16.135 27.111
H 16.094 18.714 26.298
H 17.453 18.669 25.164
H 17.573 18.551 26.948
H 16.130 16.548 25.197
H 18.156 15.046 25.677
H 18.934 16.373 26.498
H 19.443 14.800 23.730
H 20.699 15.763 24.521
H 20.182 16.105 22.892
H 17.057 16.015 27.789
H 15.694 16.857 27.441
C 25.116 14.956 18.277
C 24.959 14.244 19.611
C 25.999 13.153 19.912
O 25.937 11.998 19.047
C 27.046 11.085 19.256
N 24.955 15.163 20.704
H 24.242 15.555 18.022
H 25.296 14.212 17.501
H 26.022 15.562 18.254
H 23.949 13.841 19.538
H 25.968 12.804 20.944
H 26.998 13.586 19.876
H 26.928 10.291 18.518
H 27.046 10.679 20.268
H 28.004 11.523 18.976
H 25.923 15.396 20.874
H 24.754 14.680 21.568
C 22.010 13.162 23.277
C 23.169 12.162 23.123
C 24.488 12.569 23.783
O 25.046 13.837 23.267
C 26.224 14.330 23.909
N 22.711 10.841 23.561
H 21.039 12.724 23.049
H 22.230 14.028 22.652
H 21.865 13.514 24.299
H 23.373 12.080 22.056
H 25.134 11.708 23.607
H 24.377 12.539 24.867
H 26.573 15.253 23.444
H 26.964 13.552 23.721
H 26.131 14.445 24.989
H 22.016 10.519 22.903
H 23.444 10.153 23.654
C 18.109 19.998 16.773
C 19.068 19.238 15.735
C 20.354 20.032 15.581
O 21.198 19.313 14.690
C 21.131 19.713 13.318
N 19.390 17.928 16.210
H 18.298 19.711 17.807
H 17.068 19.773 16.538
H 18.299 21.071 16.762
H 18.602 19.130 14.756
H 20.959 20.128 16.482
H 20.210 21.063 15.258
H 21.344 20.775 13.197
H 20.130 19.557 12.917
H 21.805 19.210 12.625
H 20.223 17.615 15.733
H 19.691 18.100 17.159
C 25.965 18.045 24.988
C 24.777 18.895 25.396
C 23.470 18.026 25.631
O 23.099 17.037 24.690
C 23.148 17.455 23.357
N 25.160 19.740 26.590
H 26.865 18.651 24.890
H 25.931 17.586 24.000
H 26.154 17.169 25.609
H 24.612 19.612 24.591
H 22.698 18.738 25.923
H 23.587 17.377 26.499
H 22.644 18.418 23.278
H 22.538 16.899 22.644
H 24.123 17.516 22.874
H 24.614 20.589 26.596
H 26.068 20.083 26.310
C 10.273 18.561 22.959
C 11.399 18.795 21.914
C 12.786 18.477 22.435
O 13.833 18.453 21.427
C 15.132 18.267 21.967
N 11.022 17.871 20.779
H 10.077 17.513 23.188
H 9.335 19.048 22.695
H 10.484 19.205 23.814
H 11.320 19.832 21.588
H 12.827 17.475 22.863
H 13.027 19.122 23.280
H 15.389 18.907 22.811
H 15.815 18.473 21.143
H 15.288 17.220 22.226
H 11.019 16.929 21.143
H 11.874 17.870 20.236
C 22.469 22.547 19.219
C 23.560 22.046 20.104
C 24.194 20.757 19.592
O 23.305 19.659 19.547
C 24.023 18.407 19.410
N 24.577 23.061 20.336
H 21.638 21.847 19.127
H 22.698 22.796 18.182
H 22.043 23.495 19.549
H 23.186 21.829 21.105
H 25.015 20.601 20.292
H 24.669 20.918 18.624
H 24.805 18.285 20.158
H 24.446 18.322 18.409
H 23.340 17.570 19.556
H 25.207 22.585 20.967
H 25.141 23.007 19.500
C 12.836 19.572 18.354
C 14.369 19.423 18.143
C 15.176 20.537 18.803
O 14.885 21.790 18.187
C 15.528 22.864 18.859
N 14.565 18.130 18.782
H 12.491 20.451 17.811
H 12.625 19.784 19.402
H 12.369 18.664 17.971
H 14.627 19.381 17.085
H 16.255 20.385 18.772
H 14.777 20.608 19.815
H 15.302 22.777 19.922
H 15.078 23.811 18.564
H 16.602 22.896 18.676
H 14.404 18.119 19.779
H 15.541 17.880 18.709
C 11.328 17.042 13.093
C 10.834 16.978 14.516
C 11.999 16.817 15.514
O 12.625 15.578 15.322
C 13.409 15.112 16.407
N 10.146 18.183 14.878
H 10.556 16.800 12.363
H 12.008 16.196 12.991
H 11.913 17.939 12.893
H 10.272 16.056 14.667
H 11.745 16.932 16.568
H 12.788 17.540 15.302
H 12.706 14.750 17.158
H 13.998 15.940 16.801
H 14.000 14.254 16.085
H 10.807 18.946 14.858
H 9.783 18.081 15.815
C 19.176 18.757 21.770
C 19.081 19.460 20.397
C 19.349 20.981 20.443
O 18.253 21.730 20.801
C 18.651 23.021 21.128
N 20.071 18.819 19.467
H 19.174 17.675 21.640
H 18.342 18.945 22.445
H 20.064 19.002 22.353
H 18.139 19.151 19.945
H 19.481 21.281 19.404
H 20.253 21.177 21.020
H 19.321 23.169 21.975
H 17.839 23.718 21.336
H 19.179 23.390 20.249
H 19.990 17.848 19.731
H 21.010 19.066 19.744
C 21.826 11.667 18.643
C 20.497 11.375 19.290
C 19.711 10.349 18.334
O 18.434 9.960 18.816
C 17.820 8.971 17.979
N 20.626 10.621 20.492
H 21.683 12.282 17.755
H 22.310 10.735 18.348
H 22.469 12.170 19.365
H 19.860 12.214 19.570
H 20.315 9.469 18.111
H 19.459 10.802 17.375
H 17.497 9.356 17.012
H 16.878 8.718 18.466
H 18.459 8.088 17.982
H 21.016 9.702 20.337
H 19.655 10.419 20.685
C 14.482 13.892 23.565
C 15.670 13.051 24.182
C 17.049 13.196 23.509
O 16.983 12.733 22.206
C 18.042 13.235 21.328
N 15.628 13.287 25.638
H 13.550 13.577 24.034
H 14.327 13.841 22.487
H 14.609 14.924 23.894
H 15.480 11.982 24.085
H 17.878 12.657 23.967
H 17.212 14.272 23.563
H 18.248 14.300 21.434
H 17.852 12.885 20.313
H 18.983 12.739 21.565
H 15.848 14.235 25.905
H 16.248 12.613 26.064
C 16.570 15.144 18.043
C 17.635 15.837 18.927
C 19.115 15.394 18.676
O 19.996 16.048 19.594
C 21.203 15.347 19.860
N 17.415 17.247 18.709
H 16.530 14.055 18.047
H 16.674 15.564 17.043
H 15.566 15.375 18.401
H 17.343 15.650 19.960
H 19.506 15.704 17.707
H 19.188 14.307 18.728
H 21.696 15.743 20.748
H 21.973 15.405 19.091
H 21.035 14.291 20.074
H 17.916 17.381 17.843
H 17.872 17.773 19.441
C 14.458 8.772 17.048
C 13.562 10.002 17.113
C 14.188 11.094 18.002
O 14.065 10.628 19.362
C 15.165 11.129 20.178
N 13.356 10.473 15.780
H 15.288 8.843 16.346
H 13.823 7.937 16.751
H 14.963 8.530 17.983
H 12.614 9.771 17.600
H 13.534 11.965 17.990
H 15.180 11.436 17.708
H 16.099 10.736 19.779
H 15.062 10.781 21.206
H 15.005 12.201 20.292
H 12.743 9.800 15.343
H 14.197 10.338 15.237
*
```



2 | C60H165N15O15 | ωB97M-V/def2-TZVPD

Results
HOMO ... -8.8 eV

Structure (ORCA input):
```
! RIJCOSX wB97M-V def2-TZVPD def2/J DEFGRID3
* xyz 0 1
C 3.125 -4.197 -1.405
C 4.355 -3.860 -2.231
C 4.251 -2.454 -2.801
O 3.283 -2.426 -3.839
C 3.211 -1.200 -4.548
N 5.554 -3.970 -1.372
H 3.221 -5.151 -0.883
H 2.281 -4.366 -2.079
H 2.881 -3.339 -0.776
H 4.341 -4.579 -3.059
H 5.215 -2.286 -3.307
H 4.189 -1.658 -2.054
H 2.497 -1.332 -5.357
H 4.216 -0.952 -4.907
H 2.865 -0.408 -3.880
H 6.358 -3.886 -1.991
H 5.561 -4.934 -1.050
C -2.186 -2.609 -6.029
C -2.163 -3.327 -7.376
C -3.563 -3.315 -7.984
O -4.450 -4.091 -7.186
C -5.759 -4.129 -7.684
N -1.330 -2.526 -8.284
H -1.176 -2.613 -5.612
H -2.793 -3.150 -5.296
H -2.597 -1.605 -6.109
H -1.794 -4.356 -7.366
H -3.581 -3.734 -9.002
H -4.003 -2.317 -8.110
H -5.898 -4.538 -8.692
H -6.303 -3.176 -7.681
H -6.264 -4.784 -6.973
H -1.512 -2.798 -9.245
H -0.344 -2.708 -8.133
C -4.622 -1.586 -2.733
C -5.832 -2.305 -3.366
C -5.872 -1.951 -4.834
O -6.033 -0.530 -4.981
C -5.907 -0.218 -6.338
N -5.746 -3.746 -3.231
H -4.627 -0.496 -2.730
H -3.672 -1.889 -3.183
H -4.602 -1.912 -1.685
H -6.760 -1.955 -2.907
H -6.764 -2.348 -5.331
H -4.972 -2.252 -5.379
H -4.885 -0.416 -6.695
H -6.018 0.841 -6.552
H -6.617 -0.771 -6.963
H -4.845 -4.035 -3.608
H -5.731 -4.037 -2.248
C -3.292 7.165 0.529
C -2.265 7.461 -0.580
C -1.648 6.207 -1.141
O -0.799 5.640 -0.183
C -0.317 4.333 -0.494
N -2.933 8.258 -1.616
H -3.551 8.109 1.015
H -2.870 6.552 1.331
H -4.214 6.714 0.157
H -1.473 8.062 -0.127
H -1.054 6.505 -2.020
H -2.414 5.535 -1.554
H -1.121 3.596 -0.553
H 0.416 4.110 0.278
H 0.226 4.457 -1.440
H -3.660 7.665 -1.995
H -3.381 9.083 -1.244
C -4.743 2.354 3.951
C -4.016 3.387 3.099
C -4.541 3.490 1.688
O -5.901 3.907 1.754
C -6.575 3.747 0.531
N -4.032 4.693 3.806
H -4.215 2.276 4.901
H -4.708 1.347 3.512
H -5.816 2.496 4.079
H -2.945 3.152 3.056
H -4.424 2.549 1.141
H -4.028 4.302 1.157
H -7.636 3.966 0.623
H -6.459 2.744 0.103
H -6.136 4.432 -0.206
H -4.104 4.482 4.794
H -4.915 5.144 3.571
C 6.881 3.681 -5.999
C 6.295 4.912 -5.283
C 5.639 4.644 -3.959
O 4.533 3.772 -4.100
C 3.913 3.623 -2.832
N 7.356 5.904 -5.080
H 7.624 3.139 -5.407
H 7.381 4.000 -6.915
H 6.116 2.948 -6.268
H 5.662 5.445 -5.998
H 5.277 5.585 -3.521
H 6.344 4.279 -3.197
H 4.558 3.065 -2.147
H 3.057 2.964 -2.977
H 3.643 4.592 -2.410
H 7.855 6.106 -5.937
H 8.080 5.583 -4.442
C -4.028 -5.844 1.240
C -4.115 -5.090 -0.064
C -3.027 -5.387 -1.088
O -1.779 -5.306 -0.439
C -0.643 -5.428 -1.260
N -5.435 -5.231 -0.688
H -3.071 -5.720 1.747
H -4.183 -6.923 1.110
H -4.832 -5.548 1.919
H -3.957 -4.036 0.206
H -3.096 -4.659 -1.905
H -3.109 -6.396 -1.516
H 0.213 -4.984 -0.748
H -0.763 -4.757 -2.119
H -0.390 -6.470 -1.466
H -6.108 -5.249 0.074
H -5.501 -6.156 -1.109
C 6.671 -3.146 3.659
C 5.917 -3.496 2.388
C 5.483 -2.232 1.677
O 4.366 -1.712 2.391
C 3.856 -0.561 1.772
N 6.845 -4.244 1.507
H 7.114 -4.020 4.136
H 5.976 -2.587 4.292
H 7.491 -2.428 3.562
H 5.054 -4.146 2.549
H 5.144 -2.454 0.657
H 6.308 -1.519 1.568
H 3.348 -0.875 0.852
H 4.616 0.189 1.536
H 3.133 -0.045 2.406
H 7.236 -5.062 1.954
H 6.274 -4.526 0.716
C 6.199 0.416 -2.679
C 7.258 1.454 -2.360
C 7.089 2.038 -0.939
O 7.348 1.009 -0.002
C 7.318 1.483 1.321
N 8.539 0.837 -2.629
H 6.412 0.036 -3.683
H 5.178 0.785 -2.819
H 6.159 -0.445 -2.014
H 7.172 2.338 -2.997
H 6.021 2.273 -0.859
H 7.743 2.900 -0.780
H 7.690 0.778 2.063
H 6.282 1.663 1.641
H 7.848 2.434 1.425
H 9.366 1.422 -2.573
H 8.751 0.131 -1.927
C -8.432 -3.695 0.207
C -8.654 -2.676 1.326
C -7.933 -1.361 1.064
O -6.530 -1.472 1.202
C -5.835 -0.287 0.864
N -10.061 -2.478 1.597
H -7.370 -3.766 -0.018
H -9.020 -3.433 -0.676
H -8.867 -4.650 0.512
H -8.161 -3.081 2.226
H -8.271 -0.707 1.884
H -8.170 -0.887 0.106
H -6.307 0.580 1.332
H -5.847 -0.162 -0.225
H -4.775 -0.355 1.106
H -10.438 -3.269 2.111
H -10.203 -1.735 2.280
C -5.020 -1.329 4.565
C -4.134 -2.280 3.773
C -3.330 -3.241 4.642
O -2.620 -2.580 5.680
C -1.631 -3.438 6.223
N -5.018 -3.115 2.941
H -4.429 -0.619 5.151
H -5.641 -1.926 5.236
H -5.679 -0.742 3.925
H -3.381 -1.764 3.168
H -2.728 -3.926 4.038
H -4.045 -3.906 5.156
H -2.127 -4.390 6.453
H -1.158 -2.945 7.066
H -0.871 -3.723 5.489
H -5.598 -3.682 3.548
H -5.633 -2.498 2.399
C 2.136 -1.302 5.385
C 1.800 -2.696 4.895
C 0.873 -2.699 3.697
O 0.621 -4.042 3.366
C 0.114 -4.354 2.098
N 3.134 -3.262 4.501
H 2.873 -1.383 6.184
H 1.229 -0.848 5.802
H 2.577 -0.613 4.663
H 1.400 -3.375 5.650
H 1.363 -2.150 2.881
H -0.048 -2.154 3.959
H 0.778 -4.135 1.248
H -0.800 -3.804 1.854
H -0.002 -5.434 2.068
H 3.541 -2.575 3.854
H 2.915 -4.061 3.905
C 7.589 5.955 1.508
C 6.318 6.443 2.239
C 5.273 5.349 2.352
O 5.033 4.803 1.074
C 3.945 3.901 1.074
N 6.740 6.858 3.577
H 7.858 4.930 1.782
H 8.419 6.652 1.591
H 7.383 5.799 0.440
H 5.871 7.264 1.679
H 4.371 5.749 2.830
H 5.636 4.502 2.957
H 3.964 3.294 0.169
H 3.036 4.499 1.165
H 4.089 3.123 1.839
H 7.348 7.669 3.532
H 7.375 6.182 3.992
C 2.308 3.395 4.825
C 1.347 2.359 4.292
C 0.268 1.862 5.240
O -0.568 0.910 4.577
C -1.729 0.616 5.322
N 0.698 2.851 3.033
H 2.919 2.986 5.634
H 1.892 4.361 5.111
H 3.044 3.632 4.052
H 1.887 1.473 3.932
H -0.334 2.761 5.444
H 0.590 1.427 6.190
H -2.198 -0.245 4.855
H -2.399 1.459 5.498
H -1.411 0.266 6.314
H -0.097 2.206 3.030
H 0.246 3.752 3.197
C 1.783 0.203 -1.596
C 0.916 1.014 -0.623
C -0.262 0.194 -0.126
O -0.970 0.959 0.818
C -1.697 0.153 1.710
N 1.712 1.599 0.429
H 2.063 -0.722 -1.086
H 2.672 0.752 -1.904
H 1.257 -0.019 -2.526
H 0.464 1.846 -1.171
H 0.099 -0.762 0.289
H -0.954 -0.115 -0.926
H -1.054 -0.274 2.482
H -2.239 -0.650 1.188
H -2.509 0.763 2.117
H 2.088 0.974 1.130
H 1.101 2.186 0.994
*
```



Most stable to least stable, the ends of the list are 2 and 1.